Molecular formula: C37H47CdClN9O3PS
Method: DFT, ωB97M-V/def2-TZVPD

Cartesian coordinates (Å):
C 4.978 1.019 4.206
N 2.966 1.380 -2.239
H 4.727 0.424 -1.701
H 3.440 0.475 -0.458
C -2.379 2.738 -4.614
H -4.945 3.913 -0.221
C -1.728 -3.738 1.730
N -4.198 -0.099 -0.530
C 4.035 1.822 3.563
C 4.122 3.209 3.665
N 2.682 -0.065 -4.130
H -1.562 3.269 -5.088
C 2.986 1.262 2.680
C 2.611 -2.830 3.460
H 0.943 -1.414 5.210
H 2.723 -3.916 5.301
H -2.401 -2.647 -5.693
H 3.760 -1.720 -1.510
C -4.286 -1.916 -4.947
H -0.844 4.699 0.763
H -4.777 -1.925 -5.911
H 3.498 -2.217 3.626
C -3.916 3.598 -0.106
H 0.854 -2.613 2.318
N -3.011 -1.838 -2.493
H 6.731 0.981 5.431
C -2.781 -3.470 2.598
C -1.851 1.662 -3.672
C 1.738 -1.204 -1.628
H 1.529 1.608 -0.762
H 1.450 -2.208 -1.952
C -3.340 -1.595 1.224
N 1.655 -2.092 2.642
C 3.372 -1.110 -3.472
C -4.983 -1.076 -1.310
H 1.621 -1.149 -0.545
Cd -1.958 -0.165 -1.232
H 4.443 -1.041 -3.671
H -5.563 1.518 -0.317
C -1.635 4.041 0.435
C 3.651 0.376 -1.520
C 1.569 1.532 -1.847
H 1.170 2.442 -2.287
C -3.602 -2.390 2.335
C 1.532 -0.770 2.472
C 5.991 1.604 4.947
H -5.097 -1.982 -0.711
H -5.232 -0.584 1.267
C 1.231 -0.177 -4.115
H -3.073 2.330 -5.344
C 5.124 3.787 4.424
O -0.611 1.685 -3.440
H 4.205 1.353 -3.922
H 2.564 -1.508 5.938
C -3.564 2.285 -0.373
C 6.063 2.985 5.058
N 3.181 -1.012 -1.965
H -4.740 1.383 -1.886
H 3.395 3.820 3.147
C -2.370 -2.256 -3.585
N -2.308 -1.834 0.417
C -4.294 -1.477 -2.601
Cl -3.273 3.898 -3.592
N 2.516 0.005 3.074
H -3.194 5.520 0.515
P 0.509 0.099 -2.402
H -4.441 -2.164 2.979
H -6.000 -1.189 -3.873
C -2.962 -2.312 -4.832
H -3.818 0.457 1.450
H -1.339 -2.564 -3.440
C -2.940 4.492 0.300
N -2.298 1.862 -0.269
H 1.225 -2.423 6.624
H 1.108 -3.857 4.602
C -4.214 -0.402 0.902
H -5.986 -0.697 -1.526
H 0.946 -1.165 -4.486
C -4.966 -1.502 -3.812
H -0.722 -3.053 -0.044
H -0.354 2.329 0.238
H 2.922 -3.707 2.889
C -1.356 2.723 0.133
O 2.619 1.820 1.670
C -1.531 -2.889 0.660
H -1.085 -4.594 1.883
C 1.665 -2.079 5.691
H 5.181 4.863 4.509
H 6.857 3.437 5.636
O -2.660 0.856 -3.169
H 3.000 -2.084 -3.791
H 4.966 -0.060 4.092
H 0.825 0.569 -4.792
H -2.964 -4.105 3.454
S 0.240 -0.170 1.602
C 2.008 -3.266 4.795
H 2.577 2.020 -4.180
C -4.611 1.280 -0.805
H 2.909 -0.352 3.933
C 3.147 1.242 -3.675

Values from the calculation:
- net charge = +2
- HOMO level (eV) = -12.939
- frontier orbital gap (eV) = 8.6